Entry 1:
Molecular formula: C30H76HfN4O15S
Method: DFT, ωB97M-V/def2-TZVPD

DFT total energy: -81147.62390 eV
M: 943.51 Da
energy above the lowest of the compared OMol25 structures with the same formula, charge and spin: 0.0 kcal per mole
largest force on an atom: 7.1 eV/Å
gap between HOMO and LUMO: 4.58 eV
HOMO: -8.53 eV
LUMO level: -3.95 eV

Structure (ORCA input):
```
! wB97M-V def2-TZVPD RIJCOSX def2/J DEFGRID3
* xyz 0 1
H 9.6335 -31.2347 1.0853
H 12.2962 -26.4608 -12.1219
H 6.5836 -21.2997 -10.2288
H 12.1530 -24.6922 -14.5342
H 12.5850 -27.0141 -13.7434
H 11.9308 -17.5905 -6.9064
H 15.7800 -19.5316 -3.2902
H 10.4260 -21.1884 -8.3857
H 11.0550 -23.9885 -9.0402
C 12.2896 -21.8917 -7.9501
O 16.3210 -23.8711 -1.0850
H 16.8003 -23.0189 -4.5638
O 8.3618 -22.1340 -9.7163
O 14.7786 -25.2457 -10.0260
H 10.7573 -28.3454 -1.4357
H 13.8874 -21.0182 -2.5985
O 15.6231 -25.4756 0.1303
H 16.8417 -19.5453 -8.7676
Hf 14.6650 -25.3023 -1.8885
H 17.8654 -22.0453 -8.4524
H 13.5916 -27.5045 -6.9314
S 16.6787 -24.4117 0.2414
O 16.3198 -23.5990 1.3846
N 10.4103 -28.2708 -3.5069
H 10.8753 -25.0415 -6.3762
H 11.6824 -21.9935 -12.2932
H 13.5978 -20.8537 -6.7043
C 15.3343 -23.5698 -5.8975
H 16.1775 -21.6813 -2.3435
C 14.7966 -26.6609 -12.0442
H 11.7252 -18.6530 -5.5696
C 14.0599 -20.1152 -2.0078
C 12.5114 -20.8565 -6.8558
C 12.2931 -18.5321 -6.5005
O 19.0440 -21.1699 0.0132
H 9.5270 -26.6796 -2.3830
C 8.9597 -23.3102 -9.2136
O 14.1394 -26.7263 -3.6669
C 14.3725 -27.2524 -4.9442
H 14.4924 -24.0045 -8.3788
H 8.3675 -30.3243 0.4185
H 10.7856 -25.3684 -13.6806
H 18.0494 -20.4438 -2.9428
H 14.6685 -28.3059 -4.9192
H 11.2593 -27.7645 -3.7286
C 10.6218 -29.0397 -2.2732
C 11.8149 -25.0257 -13.5482
O 15.1563 -23.6887 -3.4953
O 19.1591 -20.6569 -7.8607
H 15.0074 -27.2619 -9.9870
H 11.7812 -22.3961 -13.9300
H 17.7095 -21.5854 -6.7289
H 10.1888 -23.7857 -5.3508
C 9.4215 -26.2550 -4.4563
H 15.8635 -26.4367 -12.0988
C 12.7098 -26.1492 -13.0878
H 6.5549 -22.2185 -8.6739
H 6.6038 -23.0464 -10.2557
C 10.4644 -23.0832 -9.1856
H 8.6090 -29.6387 -1.9075
H 12.2929 -27.3761 -5.7450
H 10.2852 -22.7962 -13.0225
H 14.7667 -25.6957 -7.9870
O 11.9319 -24.0022 -12.5558
O 12.1638 -19.6024 -7.3956
C 9.5758 -30.1202 -2.0809
N 10.8571 -22.0812 -8.1882
C 13.2961 -27.0266 -5.9973
H 9.5169 -26.7251 -5.4383
C 9.4443 -30.4948 0.3087
H 15.7545 -20.5817 -7.7045
H 8.5747 -23.3657 -8.1910
C 16.7565 -20.1896 -7.8914
H 13.3253 -18.4934 -6.1359
C 15.7053 -22.9837 -4.5576
H 12.7943 -21.5282 -8.8520
H 15.3621 -21.9481 -4.4700
O 18.0025 -24.9444 0.4044
H 9.4898 -30.8362 -2.8946
H 13.3717 -26.6962 -10.4053
H 8.3666 -27.7148 -3.2286
C 17.8591 -21.2141 -7.7445
H 15.8440 -18.8514 -1.7308
H 12.5145 -17.2307 -2.4574
H 12.8561 -18.0499 -0.8829
C 10.8954 -24.6213 -5.3664
N 16.3436 -20.8812 -1.7470
H 11.9638 -21.1302 -5.9514
H 14.2707 -23.8259 -5.9461
H 8.5496 -25.5972 -4.4016
H 19.7637 -23.0082 0.7986
H 13.7634 -20.2987 -0.9740
H 15.3111 -26.8290 -5.3213
O 13.1944 -19.1400 -2.5965
H 16.7792 -19.4447 -7.0885
C 17.8030 -20.5142 -1.8773
H 20.0250 -21.6422 1.7204
H 11.6111 -29.4839 -2.4118
H 19.4545 -20.5829 -8.7698
C 14.4414 -26.5107 -10.5484
C 6.9476 -22.1737 -9.6922
H 13.2303 -25.2218 -8.6692
O 10.6355 -25.5226 -4.3208
C 20.0196 -21.9529 0.6736
O 9.8816 -30.9464 -0.9489
C 15.5549 -19.7723 -2.2424
C 18.7259 -21.6001 -1.2862
H 8.8183 -24.1704 -9.8744
H 10.7881 -22.6683 -10.1471
H 13.1343 -25.9648 -6.1881
H 9.9618 -29.5556 0.5217
H 11.8781 -24.1703 -5.2227
H 14.0504 -24.8813 -12.4721
H 15.8314 -24.5343 -6.0214
H 19.5436 -21.6410 -2.0192
H 18.3221 -22.6046 -1.4324
H 14.6060 -27.7127 -12.2601
C 11.3764 -22.7773 -12.9882
H 18.0117 -19.5478 -1.4238
H 21.0109 -21.7895 0.2471
C 14.3057 -25.0202 -8.7139
C 13.1834 -17.8964 -1.9130
C 9.3482 -27.2497 -3.3018
H 12.7446 -22.8215 -7.6054
H 15.5038 -22.9628 -6.7871
N 14.1208 -25.7585 -12.9843
H 14.1505 -17.3892 -1.9544
*
```

=====

Entry 2:
Molecular formula: C30H78ClN6O14V
Method: DFT, ωB97M-V/def2-TZVPD

DFT total energy: -108171.67155 eV
M: 833.38 Da
energy above the lowest of the compared OMol25 structures with the same formula, charge and spin: 61.1 kcal per mole
largest force on an atom: 3.9 eV/Å
gap between HOMO and LUMO (spin up / spin down): 6.34 / 6.31 eV
HOMO (spin up / spin down): -7.54 / -7.54 eV
LUMO level (spin up / spin down): -1.20 / -1.23 eV

Structure (ORCA input):
```
! wB97M-V def2-TZVPD RIJCOSX def2/J DEFGRID3
* xyz 0 3
C 1.0417 -3.2381 3.3649
H -5.6439 0.1589 2.8118
O 0.6630 -2.4414 4.4996
O -7.2549 0.5369 4.9287
C -1.4589 2.1856 6.4312
C 0.4952 -4.7640 3.5647
H 7.3417 5.0331 -3.8474
H 0.9782 -5.2831 4.3926
H 0.4666 5.9500 -3.2980
H -8.5875 -0.5693 5.9980
C -3.4909 1.0282 3.5461
H 0.7172 -0.4200 -2.1799
C 0.5479 4.4770 -1.6740
C -8.5672 0.4268 5.5558
H 1.7744 -0.7414 3.8490
H 4.2346 3.5326 -2.8726
O -2.0792 1.2593 5.6241
H 3.9607 5.6900 -5.3507
H -7.8075 0.6448 2.9641
H 0.7948 -5.3586 2.7016
H 3.1219 5.9144 -2.4029
N 1.7087 -4.0319 -4.9129
Cl -1.1734 -1.0523 0.4239
N -0.9441 -4.6210 3.7085
C -7.2789 1.2357 3.7120
H 2.1253 -3.3262 3.2863
N -0.9312 -2.4248 -4.4297
C 2.9016 5.9574 -3.4696
O 5.2335 5.0296 -3.8995
H 5.9428 0.7336 -0.5748
H -1.4905 -5.3163 1.7431
H 2.8786 -0.0031 1.0245
H -7.7538 2.2147 3.7768
O -1.6268 -1.5959 4.2497
H 3.8654 -3.1800 -6.3333
O -0.7446 -2.2783 -0.2954
H -0.2395 -1.6911 -4.4884
H -1.2811 1.8399 7.4496
H -5.3585 -3.4191 3.9302
O -2.0637 -4.1780 -2.5694
C 2.7667 -1.9271 -4.0271
C -5.8168 1.1790 3.1545
O -2.1700 -1.2918 1.3692
O 0.7903 3.0545 -1.6087
C -2.7082 -0.8428 -4.0687
H -4.7808 -1.9447 4.4951
O -3.4512 -3.4110 3.7926
H 5.8587 2.0017 -2.5673
H 1.4486 -3.4234 -5.6758
C 1.5277 -1.3022 4.7505
H -3.6466 -5.5237 -1.9185
H 4.4907 -0.6900 0.6969
H 1.1672 4.9770 -0.9293
H 3.1908 -3.8693 -3.3649
V -1.3563 -2.9180 5.0324
H 1.1634 1.4728 -0.3003
H 0.4991 -2.7107 2.5804
H -0.4903 2.5459 6.0846
H -4.9225 1.2840 5.0176
C -1.8606 -1.9000 -3.4613
C 5.5388 3.5504 -1.1156
H -1.4186 -2.3777 -5.3131
H -5.7278 1.7738 2.2454
C 2.8901 -3.3968 -4.3001
H 4.9947 -3.0303 -5.0300
O -0.0527 -0.5570 1.1375
C -1.6338 -4.5278 2.4819
O 1.7138 -1.9439 -3.1076
C -3.1537 -4.1690 2.6655
H -9.3775 0.3535 4.8304
H -3.7578 -5.0753 2.7078
H 2.3585 6.8898 -3.6236
H -1.9501 3.1585 6.4205
H 3.7700 -1.6869 -3.6753
H -0.4609 4.8021 -1.4194
C 1.7448 -0.7708 -2.2751
H 2.4796 -1.2792 -4.8553
H 0.0139 2.7308 0.2490
H -3.3363 -0.0224 3.7918
C 4.9696 1.0713 -0.9312
H 4.4973 6.9562 -4.3005
H 4.4925 -4.5419 -5.4381
H -1.2123 -3.6702 1.9575
N -4.7076 1.6150 4.0879
H 1.0953 -0.6057 5.4688
H 2.4213 3.9232 -3.6733
H 6.4241 6.4574 -3.0859
C 0.9639 2.5433 -0.2515
H 4.3755 0.6180 1.8790
H -3.4228 1.1784 2.4686
H 6.7683 6.2313 -4.8143
H 4.5891 0.1811 -1.4319
N 3.8950 2.6191 -2.6075
C 6.4991 5.7234 -3.8882
H -3.1099 -4.1849 -0.8886
O 4.1445 1.3505 0.1761
C 3.9447 0.2152 0.9623
H 5.5380 4.5139 -1.6252
C -2.7818 -4.9398 -1.6033
H -3.4812 -3.6174 1.7843
H -2.0649 -0.3524 -4.7994
H -4.8923 -2.1412 2.7664
H 3.0985 2.8466 -2.0296
C -2.2690 1.6972 4.2603
H -0.1177 4.4530 -3.7274
O -1.6737 -0.0382 -0.4979
H 2.2812 0.0573 -2.7383
H -2.0017 -5.5550 -1.1550
H 6.5229 3.3204 -0.7072
H -3.4185 -3.2233 -3.8659
C 0.6965 4.8944 -3.1527
H 2.4308 -1.7910 5.1159
H -1.2573 -1.5550 -2.6216
H -2.2782 2.7872 4.2635
H -3.6119 -1.2997 -4.4721
H -8.7217 1.1895 6.3190
C -2.7750 -3.0593 -3.0016
H 2.1179 -4.8355 -5.3677
H -1.3485 1.4018 3.7568
H -1.2336 -5.4318 4.2366
C -4.6180 -2.6573 3.6865
H -2.9430 -0.1114 -3.2954
C 4.1399 5.9265 -4.3019
H 2.2426 -0.8876 -1.3125
C 5.0941 2.2869 -1.8447
N 2.0647 4.8618 -3.7826
H 4.8403 3.7320 -0.2987
H -3.5277 -2.6222 -2.3454
H 1.8899 2.9127 0.1892
C 4.0780 -3.5399 -5.3267
*
```

=====

Entry 3:
Molecular formula: C30H78F2N12O10P4
Method: DFT, ωB97M-V/def2-TZVPD

DFT total energy: -113322.81169 eV
M: 928.92 Da
energy above the lowest of the compared OMol25 structures with the same formula, charge and spin: 14.8 kcal per mole
largest force on an atom: 6.6 eV/Å
gap between HOMO and LUMO: 7.79 eV
HOMO: -8.09 eV
LUMO level: -0.30 eV
SMILES: CN(C)P(=O)(N(C)C)N(C)C.CN(C)P(=O)(N(C)C)N(C)C.CN(C)P(=O)(N(C)C)N(C)C.CN(C)P(=O)(N(C)C)N(C)C.O=C1OC[C@@H](F)O1.O=C1OC[C@@H](F)O1

Structure (ORCA input):
```
! wB97M-V def2-TZVPD RIJCOSX def2/J DEFGRID3
* xyz 0 1
C 6.7930 7.0262 4.2488
C 2.7498 -5.3783 -4.8312
H 0.5751 -4.3801 6.0244
H -5.0889 3.9785 0.5485
C -2.3462 -2.1201 8.4823
H -6.1958 2.6361 -1.1133
H -1.0820 -0.2669 4.1145
H 2.5915 -5.9925 -3.9448
H -5.1654 -2.8964 7.5248
O -2.9963 -3.5613 4.7487
H -9.7308 3.8135 -0.0598
H 4.9436 2.7172 5.5364
C -3.6094 -5.3240 -7.7134
H 7.6152 6.5656 3.7012
N 3.9409 5.1532 2.1010
H -4.3139 -0.5102 6.6743
H -6.6176 2.9435 1.1576
H -8.7707 5.0544 -2.5527
P -2.4345 -2.6429 5.7286
H 5.3724 -3.5361 -5.6451
H 1.0171 -1.4848 6.0345
C -5.1191 7.3661 0.3336
C -2.1489 -0.4727 4.0272
H 3.5561 -6.7611 -7.8071
H 5.6163 -5.8327 -2.4065
O 0.5503 -0.4693 -3.3446
H -3.7187 4.9326 -0.0851
C 2.8740 -6.6196 -6.9688
H 6.1273 -3.2471 -4.1804
C 2.7472 4.9099 2.8509
H -3.5936 0.8793 5.9619
C -8.1947 4.1290 -2.5587
C -4.5715 -5.3127 -9.6845
H 6.6680 8.0367 3.8596
H -6.1571 2.8090 -2.8585
H 2.1838 5.8258 3.0293
H 2.9304 4.4597 3.8265
C 5.7215 3.3293 5.0799
H -5.0998 7.9654 -0.5766
C 0.4981 0.5608 -1.3660
H 6.9939 -5.1825 -7.5635
H 2.8293 6.1060 0.4490
H 6.8897 -4.6875 -2.8600
H 5.1789 2.2982 1.8491
C 1.4720 -0.1373 -2.2875
C 5.5848 2.2004 2.8560
H -7.9120 3.9803 -3.6008
O 6.5646 5.1482 1.7490
H 5.0519 1.4040 3.3755
P -7.0873 5.4934 -0.4926
H 6.7110 2.9509 5.3363
C 3.7218 5.5183 0.6636
H 3.7796 5.8916 5.0795
H -4.1629 -4.0200 8.5552
F -4.5227 -5.0657 -6.7166
H 7.0658 -6.4312 -3.2596
C -0.6497 -0.4285 -2.9562
H 4.7965 7.0390 5.7734
H -4.1517 7.3902 0.8353
H -4.4066 -4.3420 6.9089
O -7.8005 6.7372 -0.8482
N -7.8881 4.5468 0.7484
N 5.4312 3.4964 3.5930
H -2.5772 0.4298 3.5913
C -3.2694 -4.0521 -8.4012
C -7.2322 3.6595 1.7032
H -5.8292 7.8010 1.0369
H -2.6746 -1.0818 8.5285
H 5.2119 -5.2150 -7.6263
H 3.7852 7.5363 4.4152
H 4.6386 5.9836 0.3016
H 7.0380 -4.0339 -5.5124
O -5.2009 -5.6535 -10.6418
O -4.2040 -6.1061 -8.6785
C -9.3892 4.4179 0.7805
N -2.6666 -0.9003 5.3104
H 0.8368 0.4100 -0.3410
H -2.2724 -4.1228 -8.8362
C -4.2668 -3.5091 7.5980
H 2.2027 0.5607 -2.6960
H 6.2180 -6.3414 -8.5806
H -6.4879 4.2097 2.2789
H -0.8077 -4.5971 4.8765
O -4.1586 -4.0420 -9.4406
N -6.9489 4.4112 -1.8660
H -9.8382 5.4094 0.7209
H -4.3077 5.1368 1.6173
H 2.2233 -7.4617 -6.7328
H -0.4409 -0.7805 6.7001
H -5.0704 3.7711 -1.8666
H 0.4465 1.6264 -1.5894
F 2.0097 -1.2186 -1.6585
H -7.9374 3.1941 2.3917
P 5.5085 5.0470 2.7935
C -3.8616 -0.1554 5.7482
H 1.7912 -5.0181 -5.2046
N -5.5144 5.9164 0.1259
H 5.6188 4.2359 5.6763
P 5.1038 -6.6328 -5.2350
H 7.1867 -8.5672 -6.0101
C 6.9306 -7.9333 -6.8590
H -1.2781 -2.3177 8.3919
N -3.0286 -2.7658 7.3248
H 6.3025 -8.5135 -7.5350
H -9.7635 4.0613 1.7401
H -2.7794 -5.8744 -7.2704
H 6.6579 2.0616 2.7251
C 6.1154 -5.8248 -7.6263
O -0.7277 -0.0481 -1.7308
C -6.0779 3.3588 -1.9207
N -0.7839 -2.6847 5.8844
C -0.1077 -3.8939 5.3276
N 3.5618 -6.0606 -5.7993
C 6.0932 -3.9976 -4.9701
H 3.2672 -4.5186 -4.4053
N 5.5435 6.2729 4.0165
N 6.1009 -6.8238 -6.6515
C -4.5819 4.9429 0.5803
H -2.6361 -2.6245 9.4041
H 0.5883 -3.6005 4.5417
H 7.0612 6.9870 5.3046
H 3.6441 4.6189 0.0527
H -2.4175 -1.2888 3.3564
H 7.7716 -7.6664 -7.4990
N 5.7115 -5.3285 -4.3996
O 5.0504 -7.9020 -4.4385
O -1.6014 -0.6044 -3.7180
H -8.7859 3.3183 -2.1327
H 2.1904 4.2066 2.2318
H 2.1438 -5.8599 -7.2474
H -4.6196 -0.3042 4.9792
C 0.0829 -1.7234 6.5428
C 4.4135 6.7330 4.7999
C 6.3701 -5.5982 -3.1580
H 0.4372 -2.0586 7.5175
H -3.3177 -3.2015 -7.7213
*
```

=====

> The highest energy above the lowest of the compared OMol25 structures with the same formula, charge and spin belongs to which entry?

C30H78ClN6O14V